(1)
This record from the OMol25 dataset describes a molecular structure, C20H12Co2NO6. The level of theory is wB97M-V/def2-TZVPD.

charge = -1
HOMO = -1.68 eV
LUMO level = 1.725 eV
frontier orbital gap = 3.41 eV

```
41
Properties=species:S:1:pos:R:3:forces:R:3
O 1.116 3.999 1.652 -0.52 -0.80 0.35
C 0.550 2.996 1.797 1.01 1.69 -0.98
Co -0.419 1.572 2.015 0.45 -0.04 0.65
C -0.407 1.302 3.767 -0.26 0.07 -0.70
O -0.491 1.292 4.902 -0.07 0.09 1.32
C -1.963 2.308 1.839 -1.94 -0.14 -1.25
O -3.025 2.764 1.687 1.50 -0.31 0.53
C -0.827 -0.049 0.767 -0.89 0.45 -0.72
C -2.064 -0.738 1.244 -0.50 -0.42 -0.79
C -2.386 -0.997 2.599 -0.49 -0.17 -0.14
C -3.642 -1.498 2.979 0.50 0.26 -0.57
C -4.617 -1.763 2.020 0.12 -0.10 -0.79
C -4.280 -1.630 0.666 0.49 0.18 -0.05
C -3.008 -1.152 0.285 -0.53 0.02 0.31
C 0.045 0.000 -0.319 -2.03 0.93 -3.60
C 0.048 -0.197 -1.830 -2.41 -0.78 2.29
Co 0.912 -0.401 1.175 2.78 -1.40 4.83
C 1.904 -1.814 0.769 0.82 -1.28 -1.34
O 2.578 -2.700 0.418 -1.15 1.52 0.81
C 0.844 -0.808 3.003 1.10 -1.64 0.47
O 1.088 -1.221 4.057 -0.71 0.94 -1.47
C 2.103 0.871 1.358 2.55 0.89 -0.28
O 3.115 1.441 1.392 -1.22 -0.25 0.04
H -1.675 -0.789 3.392 -0.06 0.06 -0.25
H -3.875 -1.674 4.022 0.17 0.10 0.03
H -5.619 -2.095 2.299 0.30 0.04 0.00
H -4.995 -1.877 -0.125 0.14 0.05 0.36
H -2.754 -1.053 -0.780 -0.19 0.01 0.51
H 0.465 -1.184 -1.996 -0.05 -0.33 -0.01
H -1.031 -0.131 -2.100 0.48 -0.73 0.42
N 0.542 0.543 -3.045 0.37 0.73 0.49
C -0.263 0.339 -4.127 1.00 0.80 -1.33
C 0.119 0.665 -5.408 0.52 0.04 1.32
C 1.392 1.242 -5.586 0.57 0.29 -0.66
C 2.210 1.497 -4.456 -0.69 -0.47 -0.19
C 1.769 1.118 -3.192 0.45 0.61 -0.86
H -1.210 -0.062 -3.919 -1.03 -0.47 0.21
H -0.585 0.492 -6.203 0.02 0.06 -0.24
H 1.718 1.503 -6.613 -0.07 -0.14 0.88
H 3.175 2.000 -4.577 -0.40 -0.24 0.17
H 2.340 1.333 -2.301 -0.14 -0.13 0.22
```
Forces are in eV/Å.

---

(2)
This record from the OMol25 dataset describes a single C5H8N2O molecule. The level of theory is wB97M-V/def2-TZVPD.

HOMO (alpha / beta) = -9.46 / -7.97 eV
LUMO level (alpha / beta) = 0.033 / -0.417 eV
frontier orbital gap (alpha / beta) = 9.50 / 7.56 eV

```
16
Properties=species:S:1:pos:R:3:forces:R:3
C 0.635 0.473 -0.174 -0.64 1.37 0.98
C -0.633 -0.135 0.401 0.38 -0.11 0.01
C 0.822 1.950 -0.119 0.08 -0.01 0.04
C -0.461 -1.495 1.098 0.02 0.05 -0.08
N 1.309 -1.336 -1.323 0.85 -0.21 0.22
O 1.662 -0.186 -0.593 -0.32 -1.35 -1.08
C -1.684 -0.164 -0.611 -0.55 -0.08 -0.34
N -2.517 -0.161 -1.405 0.20 -0.02 0.10
H 0.496 -1.075 -1.895 -0.12 0.37 0.38
H -0.983 0.581 1.158 0.13 -0.03 -0.14
H 0.382 2.392 0.776 -0.06 -0.02 -0.04
H 0.355 2.418 -0.994 -0.01 0.04 0.05
H 1.884 2.194 -0.149 -0.01 -0.04 -0.04
H -0.194 -2.276 0.392 0.04 0.01 0.01
H -1.397 -1.765 1.588 0.05 0.04 -0.03
H 0.323 -1.416 1.851 -0.03 -0.02 -0.05
```
Forces are in eV/Å.

---

(3)
This record from the OMol25 dataset describes 2 unconnected molecules or ions with the total composition C9H17NSi. The level of theory is wB97M-V/def2-TZVPD.

<S²> = 2.010
multiplicity = 3
HOMO (alpha / beta) = -7.89 / -7.71 eV
LUMO level (alpha / beta) = 0.669 / -0.345 eV
frontier orbital gap (alpha / beta) = 8.56 / 7.36 eV

```
28
Properties=species:S:1:pos:R:3:forces:R:3
C -1.996 -1.040 -1.554 0.02 -0.93 -1.92
C -2.117 -1.473 -0.179 -0.80 -0.06 -1.23
C -0.931 -0.167 -1.624 0.32 -0.54 -1.38
C -1.176 -0.744 0.427 0.88 -0.43 1.48
C -0.482 0.700 -2.784 1.96 -1.11 2.90
C -1.171 -2.940 2.927 0.24 -1.13 0.40
C 0.517 2.762 0.168 1.61 -0.40 -3.02
C 2.418 0.228 -0.894 0.37 2.03 0.82
C 1.081 0.483 2.070 -1.95 0.42 -0.55
N -0.329 -0.093 -0.400 -0.14 1.75 1.21
Si 1.043 0.944 0.217 -0.79 -1.10 0.01
H -2.418 -1.508 -2.524 0.19 1.03 2.01
H -2.814 -2.176 0.236 -0.03 -0.03 0.08
H -0.935 1.621 -2.588 -0.02 2.02 0.11
H -0.964 0.347 -3.600 -1.14 -1.24 -2.95
H 0.637 0.713 -2.910 -1.35 0.26 -0.02
H -1.454 -3.982 3.025 -0.58 0.57 -0.13
H -1.558 -2.043 2.578 -2.36 0.90 -0.54
H -0.170 -2.714 2.874 2.69 -0.40 0.35
H -0.417 2.657 0.692 -0.53 0.83 0.06
H 1.243 3.509 0.510 -0.36 -0.37 0.70
H 0.464 3.057 -0.955 -0.73 -0.52 1.79
H 2.686 -0.779 -0.590 -0.37 -0.30 -0.56
H 2.349 0.496 -1.972 -0.15 -0.84 0.81
H 3.269 0.821 -0.560 0.55 0.10 -0.03
H 1.792 1.045 2.595 1.59 0.78 0.58
H 0.122 0.849 2.622 1.24 -1.17 -1.26
H 1.311 -0.572 2.194 -0.36 -0.10 0.31
```
Forces are in eV/Å.

---

(4)
This record from the OMol25 dataset describes 6 unconnected molecules or ions with the total composition C25H64ClNO12P2Si. The level of theory is wB97M-V/def2-TZVPD.

HOMO = -8.06 eV
structure (SMILES) = C[C@@H](Cl)C[Si@](CON=O)(CP(=O)(O)O)P(O)O.CCOCC.CCOCC.CCOCC.CCOCC.CCOCC
LUMO level = 0.164 eV
frontier orbital gap = 8.23 eV

```
106
Properties=species:S:1:pos:R:3:forces:R:3
C 3.581 -0.667 1.122 0.44 -0.58 0.28
C 2.091 -0.791 1.141 -0.13 0.92 -0.30
Cl 1.549 -1.100 2.817 -0.16 -0.34 0.17
C 1.443 0.506 0.645 -0.43 -0.53 0.07
Si -0.261 0.234 -0.122 0.41 -0.04 0.94
C -1.243 1.855 0.076 0.36 -0.11 -0.48
O -0.783 2.571 1.231 0.25 -0.18 0.49
N -1.711 2.448 2.283 -0.41 -0.54 -0.07
O -1.181 2.306 3.312 0.12 0.43 -0.07
C -1.092 -1.193 0.828 -0.14 0.48 -1.05
P -2.778 -1.554 0.383 0.32 -0.21 1.28
O -3.688 -1.435 1.500 -1.05 0.23 1.31
O -2.804 -3.051 -0.189 0.90 -0.32 -0.60
O -3.206 -0.604 -0.806 -0.17 -0.50 -1.02
P -0.126 -0.069 -2.350 -1.27 0.89 -1.30
O -0.087 -1.694 -2.673 0.27 -0.27 0.59
O 1.381 0.479 -2.661 0.49 -0.79 0.42
H 4.030 -1.531 1.595 0.18 -0.26 0.07
H 3.952 -0.623 0.106 0.09 0.16 -0.33
H 3.898 0.200 1.682 0.05 0.38 0.06
H 1.756 -1.608 0.519 0.03 -0.60 0.06
H 2.124 0.981 -0.050 0.10 0.24 -0.31
H 1.355 1.163 1.496 -0.05 0.43 0.17
H -1.004 2.464 -0.787 -0.05 0.32 -0.30
H -2.316 1.713 0.082 -0.34 0.01 0.17
H -1.124 -0.915 1.868 -0.03 0.08 0.47
H -0.495 -2.092 0.745 0.26 -0.21 -0.02
H -2.204 -3.603 0.345 -0.49 0.05 -0.27
H -4.135 -0.826 -1.014 0.32 0.47 -0.12
H -0.645 -2.207 -2.067 0.19 0.07 -0.21
H 2.068 0.023 -2.143 0.04 0.26 -0.20
C -7.247 -4.530 -4.384 0.01 0.08 0.10
C -5.767 -4.871 -4.408 -0.08 -0.11 -0.03
O -4.951 -3.956 -3.700 0.15 0.13 -0.04
C -5.223 -3.813 -2.318 -0.19 -0.02 0.04
C -5.074 -5.096 -1.521 -0.01 -0.09 -0.06
H -7.414 -3.530 -4.787 0.00 0.00 -0.03
H -7.806 -5.247 -4.986 0.01 -0.01 -0.03
H -7.658 -4.553 -3.374 -0.01 -0.07 0.00
H -5.406 -4.842 -5.436 0.07 0.04 0.01
H -5.601 -5.892 -4.046 -0.04 0.00 0.04
H -6.218 -3.375 -2.169 -0.04 -0.09 0.01
H -4.504 -3.084 -1.952 0.10 0.00 -0.11
H -5.780 -5.862 -1.844 -0.05 0.03 0.03
H -5.249 -4.905 -0.463 0.02 0.05 0.01
H -4.068 -5.502 -1.640 0.02 0.03 0.01
C -2.190 -3.916 4.575 0.05 0.11 0.07
C -0.705 -4.240 4.531 -0.11 -0.08 0.00
O 0.120 -3.269 5.143 0.15 0.10 -0.11
C -0.104 -3.029 6.519 -0.10 0.01 0.11
C 0.092 -4.249 7.403 0.01 -0.08 -0.09
H -2.387 -2.950 4.108 -0.02 0.00 -0.04
H -2.757 -4.681 4.045 0.00 -0.01 -0.02
H -2.568 -3.873 5.597 -0.01 -0.07 0.00
H -0.376 -4.279 3.491 0.09 0.04 0.01
H -0.512 -5.231 4.957 -0.04 0.00 0.02
H -1.099 -2.596 6.675 -0.03 -0.05 0.01
H 0.617 -2.261 6.798 0.03 0.02 -0.07
H -0.616 -5.046 7.167 -0.05 0.02 0.04
H -0.049 -3.979 8.450 0.01 0.02 0.01
H 1.098 -4.651 7.279 0.02 0.01 0.01
C 1.317 4.458 2.732 0.24 0.15 -0.02
C 2.093 3.370 3.454 -0.11 0.07 0.05
O 3.457 3.282 3.076 0.05 -0.17 -0.08
C 4.243 4.437 3.298 0.01 0.12 0.00
C 4.313 4.871 4.752 -0.07 -0.07 0.04
H 1.370 4.313 1.653 -0.04 -0.03 -0.02
H 0.273 4.435 3.036 -0.03 -0.02 0.00
H 1.704 5.454 2.954 -0.01 -0.01 0.06
H 1.663 2.399 3.215 0.04 -0.05 0.02
H 2.002 3.488 4.540 0.01 0.05 0.00
H 3.896 5.263 2.666 -0.03 0.02 0.04
H 5.243 4.177 2.949 -0.01 -0.06 -0.03
H 3.335 5.151 5.144 0.00 0.06 -0.02
H 4.972 5.734 4.854 0.02 0.00 -0.01
H 4.701 4.062 5.372 0.02 0.00 0.00
C -3.316 5.531 -2.337 -0.03 -0.08 -0.09
C -1.838 5.207 -2.466 -0.03 0.11 0.00
O -1.570 3.978 -3.116 0.12 -0.14 0.19
C -2.038 3.852 -4.446 -0.07 -0.01 -0.12
C -1.465 4.881 -5.404 0.05 0.08 0.09
H -3.836 4.734 -1.804 0.00 0.00 0.03
H -3.449 6.463 -1.788 0.01 0.00 0.03
H -3.796 5.648 -3.309 0.02 0.06 -0.01
H -1.403 5.108 -1.471 0.04 -0.06 -0.01
H -1.304 6.026 -2.961 -0.04 0.01 -0.03
H -3.134 3.870 -4.469 0.00 0.06 -0.01
H -1.736 2.854 -4.761 0.03 -0.04 0.08
H -1.748 5.899 -5.133 -0.06 0.00 -0.03
H -1.828 4.693 -6.415 0.00 -0.03 -0.01
H -0.375 4.829 -5.411 0.01 -0.02 -0.01
C 6.347 -1.789 -3.972 0.09 0.06 0.09
C 5.103 -1.119 -3.416 0.00 -0.02 -0.17
O 5.284 -0.532 -2.138 -0.21 -0.06 0.17
C 6.263 0.489 -2.048 0.11 0.11 -0.03
C 5.995 1.685 -2.945 -0.10 -0.06 -0.06
H 6.707 -2.555 -3.284 -0.01 -0.03 0.00
H 6.123 -2.257 -4.930 -0.03 -0.02 0.00
H 7.159 -1.078 -4.131 -0.02 0.02 -0.06
H 4.320 -1.867 -3.283 -0.03 0.02 0.07
H 4.713 -0.380 -4.125 0.04 0.01 0.00
H 7.261 0.077 -2.238 -0.01 0.00 -0.05
H 6.251 0.808 -1.006 -0.05 -0.06 0.04
H 6.006 1.417 -4.002 0.07 0.01 -0.01
H 6.758 2.447 -2.788 0.01 0.01 0.03
H 5.019 2.118 -2.722 0.00 0.02 0.02
```
Forces are in eV/Å.

---

Computed strongest force on any atom (Eh/bohr) in order:
0.112 0.035 0.071 0.039